7
Properties=species:S:1:pos:R:3:mulliken_charge:R:1 method="wB97M-V/def2-TZVPD" largest_force_ev_per_a=1.75 e_above_lowest_kj_mol=27.2 orbital_gap_ev=9.821 smiles=SS.S e_tot_ev=-32570.06792 multiplicity=1 homo_ev=-9.456
S 0.188 0.875 1.862 -0.1355
S 2.186 1.210 1.975 -0.1797
H -0.228 2.115 1.765 0.1609
H 2.739 1.445 0.794 0.1541
S -2.153 -2.007 -3.473 -0.3021
H -3.233 -2.738 -3.160 0.1472
H -2.084 -2.307 -4.809 0.1551


8
Properties=species:S:1:pos:R:3:mulliken_charge:R:1 method="wB97M-V/def2-TZVPD" largest_force_ev_per_a=0.33 e_above_lowest_kj_mol=16.0 orbital_gap_ev=8.817 smiles=SS.SS e_tot_ev=-43405.43822 multiplicity=1 homo_ev=-8.644
S 0.710 1.725 -0.859 -0.2247
S 1.116 0.530 -2.492 -0.1318
H -0.606 1.522 -0.802 0.1804
H 1.258 -0.627 -1.830 0.1665
S -1.502 -0.387 1.141 -0.1507
S 0.269 -1.095 1.994 -0.1351
H -2.255 -1.380 1.624 0.1477
H 1.011 -0.289 1.224 0.1476


8
Properties=species:S:1:pos:R:3:mulliken_charge:R:1 method="wB97M-V/def2-TZVPD" largest_force_ev_per_a=0.96 e_above_lowest_kj_mol=20.9 orbital_gap_ev=9.334 smiles=SS.SS e_tot_ev=-43405.38747 multiplicity=1 homo_ev=-9.248
S 1.585 -1.250 -2.869 -0.1777
S 0.795 0.040 -4.342 -0.1657
H 2.594 -1.933 -3.448 0.1688
H 1.504 1.153 -4.060 0.1747
S -1.692 0.537 4.833 -0.1787
S -1.030 1.320 3.014 -0.1587
H -2.881 -0.020 4.519 0.1658
H -0.875 0.154 2.352 0.1714


8
Properties=species:S:1:pos:R:3:mulliken_charge:R:1 method="wB97M-V/def2-TZVPD" largest_force_ev_per_a=2.97 e_above_lowest_kj_mol=231.7 orbital_gap_ev=6.802 e_tot_ev=-23934.38928 multiplicity=1 homo_ev=-8.564
Si 0.749 1.100 0.031 0.3007
Si -0.037 -1.085 -0.101 0.1673
I -3.318 -0.170 -0.160 -0.3859
H 0.156 1.919 1.169 -0.0212
H 2.205 0.846 0.514 -0.0578
H 0.327 1.407 -1.296 -0.0314
H -0.443 -1.929 1.172 0.0146
H 0.361 -2.089 -1.329 0.0138


9
Properties=species:S:1:pos:R:3:mulliken_charge:R:1 method="wB97M-V/def2-TZVPD" largest_force_ev_per_a=3.81 e_above_lowest_kj_mol=589.3 orbital_gap_ev="8.762 / 7.971" e_tot_ev=-14393.08026 multiplicity=1 homo_ev="-9.085 / -7.852"
N 1.074 1.538 -2.534 -0.3205
N -1.309 -0.763 1.743 -0.6426
O 1.198 0.624 -1.595 -0.0450
P 0.365 -0.654 -1.170 0.0826
H -1.546 0.201 1.864 0.2171
H 1.834 2.188 -2.615 0.2212
H -0.679 -1.035 2.489 0.2280
H -2.072 -1.401 1.663 0.2158
H 1.136 -0.698 0.155 0.0433


9
Properties=species:S:1:pos:R:3:mulliken_charge:R:1 method="wB97M-V/def2-TZVPD" largest_force_ev_per_a=4.06 e_above_lowest_kj_mol=372.3 orbital_gap_ev=8.912 smiles=N#[PH]S.N e_tot_ev=-23182.18488 multiplicity=1 homo_ev=-9.112
N -2.622 0.272 1.346 -0.4337
P -1.417 -0.428 0.849 0.4252
S 0.290 -0.886 2.280 -0.3502
H -0.754 -1.413 -0.053 0.1060
H -0.447 -0.809 3.491 0.1842
N 0.093 0.527 -1.142 -0.7917
H 0.469 1.478 -0.884 0.2610
H 0.870 -0.115 -1.554 0.2857
H -0.678 0.464 -1.851 0.3136


9
Properties=species:S:1:pos:R:3:mulliken_charge:R:1 method="wB97M-V/def2-TZVPD" largest_force_ev_per_a=3.66 e_above_lowest_kj_mol=46.4 orbital_gap_ev="7.637 / 7.639" e_tot_ev=-15382.64560 multiplicity=3 homo_ev="-6.902 / -8.622"
N -1.666 0.061 0.347 -0.1968
N 1.767 0.281 0.403 -0.4643
N -1.303 0.244 -0.928 -0.5090
S 1.254 -0.202 -1.179 -0.0781
H -1.693 -0.956 0.597 0.2232
H -1.313 0.780 1.004 0.2624
H 1.869 -0.513 1.036 0.2551
H 2.513 0.885 0.310 0.2611
H -1.428 -0.579 -1.590 0.2464


10
Properties=species:S:1:pos:R:3:mulliken_charge:R:1 method="wB97M-V/def2-TZVPD" largest_force_ev_per_a=5.13 e_above_lowest_kj_mol=40.8 orbital_gap_ev=10.646 smiles=N[Si](O)(O)O e_tot_ev=-15595.94009 multiplicity=1 homo_ev=-10.272
N 1.152 0.905 -0.206 -0.3874
Si -0.149 -0.150 0.041 0.5449
O -0.952 0.271 1.441 -0.4952
O 0.716 -1.667 -0.093 -0.5444
O -1.303 -0.132 -1.079 -0.4800
H 1.081 1.860 -0.332 0.2052
H 1.995 0.534 -0.739 0.2463
H -1.669 0.734 1.183 0.2900
H 1.308 -1.817 0.691 0.3050
H -2.179 -0.537 -0.907 0.3155


7
Properties=species:S:1:pos:R:3:mulliken_charge:R:1 method="wB97M-V/def2-TZVPD" largest_force_ev_per_a=1.11 e_above_lowest_kj_mol=30.3 orbital_gap_ev="8.638 / 7.305" e_tot_ev=-12397.91459 multiplicity=2 total_charge=+1 homo_ev="-13.261 / -12.795"
S -2.040 -0.851 -2.630 -0.1792
H -1.742 0.209 -3.398 0.1861
N 0.767 0.121 1.175 -0.5351
H 0.702 -0.560 0.420 0.3716
H 1.068 1.046 0.874 0.3812
H -0.141 0.224 1.630 0.3842
H 1.386 -0.189 1.929 0.3911


8
Properties=species:S:1:pos:R:3:mulliken_charge:R:1 method="wB97M-V/def2-TZVPD" largest_force_ev_per_a=1.23 e_above_lowest_kj_mol=12.7 orbital_gap_ev=7.361 e_tot_ev=-15012.98857 multiplicity=1 total_charge=-1 homo_ev=-3.219
S -0.221 -0.738 -0.272 -0.9017
H 0.296 -0.376 -1.482 -0.0070
H 3.473 -0.961 0.795 0.2903
H 2.045 -0.648 0.910 0.2815
O 2.838 -0.752 1.480 -0.6252
H -2.886 1.538 0.169 0.3013
H -2.425 0.654 -0.889 0.2990
O -3.119 1.283 -0.711 -0.6382


8
Properties=species:S:1:pos:R:3:mulliken_charge:R:1 method="wB97M-V/def2-TZVPD" largest_force_ev_per_a=6.53 e_above_lowest_kj_mol=87.7 orbital_gap_ev=9.618 e_tot_ev=-6223.72169 multiplicity=1 total_charge=-1 homo_ev=-4.534
O 1.212 -0.892 -0.898 -0.7857
H 0.803 -1.297 -0.195 0.2628
O -0.785 -0.138 1.529 -0.8321
H -0.630 0.240 0.424 0.4235
H -0.780 0.679 1.863 0.2170
O -0.310 0.970 -0.648 -0.9711
H 0.743 0.005 -0.894 0.4654
H -1.070 0.854 -1.057 0.2202


90
Properties=species:S:1:pos:R:3:mulliken_charge:R:1 method="wB97M-V/def2-TZVPD" largest_force_ev_per_a=2.95 e_above_lowest_kj_mol=9.0 orbital_gap_ev=10.675 e_tot_ev=-62405.17531 multiplicity=1 homo_ev=-10.673
O 12.582 8.093 13.459 -0.8430
H 11.713 8.485 13.081 0.2797
H 12.506 8.319 14.448 0.3731
O 11.022 11.332 13.251 -0.4672
H 10.734 11.403 12.319 0.3540
H 11.987 11.460 13.239 0.2414
O 10.013 10.642 15.615 -0.8208
H 10.442 11.002 14.802 0.5573
H 10.175 11.361 16.294 0.4095
O 13.345 13.444 10.200 -0.5579
H 13.831 13.501 9.320 0.2904
H 13.416 14.405 10.482 0.2618
O 12.961 11.336 6.886 -0.5911
H 12.145 11.856 7.114 0.3820
H 12.927 11.093 5.965 0.2538
O 17.495 10.825 10.139 -0.8048
H 17.616 11.022 9.187 0.3940
H 16.524 10.748 10.262 0.4224
O 17.856 11.742 12.681 -0.6900
H 17.745 11.450 11.743 0.3997
H 18.087 11.000 13.271 0.3089
O 11.739 14.223 14.274 -0.6981
H 11.173 13.547 13.832 0.4065
H 12.225 13.630 14.926 0.2840
O 14.984 13.179 7.731 -0.7465
H 15.777 12.643 7.585 0.3329
H 14.252 12.672 7.327 0.3914
O 11.109 11.359 10.436 -0.4234
H 11.768 12.075 10.392 0.1532
H 10.432 11.701 9.783 0.1683
O 14.245 8.203 17.544 -0.7121
H 14.488 7.283 17.456 0.3188
H 13.342 8.223 17.107 0.3634
O 8.196 10.051 13.585 -0.7517
H 8.286 10.341 14.492 0.3298
H 9.112 9.865 13.295 0.2171
O 11.667 8.464 16.121 -0.8168
H 11.186 9.333 15.995 0.4057
H 11.012 7.853 15.692 0.3956
O 15.262 8.678 12.935 -0.5953
H 14.313 8.540 12.803 0.2517
H 15.792 8.156 12.333 0.2864
O 7.557 7.279 13.040 -0.6379
H 7.594 8.212 13.301 0.3765
H 6.710 7.043 12.740 0.2403
O 10.207 6.627 14.541 -0.6877
H 9.563 6.592 13.852 0.3241
H 10.991 6.860 14.052 0.3642
O 13.700 11.156 13.471 -0.0677
H 14.115 10.338 13.870 -0.0502
H 14.383 11.836 13.589 0.2300
O 11.438 8.583 9.740 -0.7084
H 12.272 8.237 9.462 0.3260
H 11.643 9.542 9.942 0.2831
O 10.892 12.890 16.986 -0.6260
H 10.802 13.738 16.517 0.3113
H 11.785 12.800 17.338 0.3356
O 13.767 12.916 17.116 -0.6250
H 14.204 13.070 17.968 0.2569
H 14.318 12.332 16.629 0.3376
O 17.282 11.175 7.442 -0.6600
H 16.992 10.489 6.800 0.3211
H 18.112 11.407 6.968 0.3138
O 14.541 10.625 10.338 -0.0742
H 14.117 11.481 10.524 0.0378
H 14.485 10.271 11.280 0.2457
O 14.737 10.095 15.581 -0.5276
H 15.647 10.176 15.257 0.2311
H 14.763 9.409 16.289 0.3069
O 10.565 12.709 7.513 -0.6144
H 9.678 12.390 7.691 0.2849
H 10.485 13.559 7.101 0.2462
O 16.155 8.962 6.023 -0.7096
H 16.931 8.433 6.194 0.3162
H 15.499 8.612 6.670 0.3734
O 8.519 12.580 9.296 -0.6153
H 8.000 11.861 9.585 0.3453
H 8.746 13.160 9.985 0.2598
O 9.865 8.517 11.985 -0.2996
H 10.437 8.279 11.203 0.2425
H 9.087 7.920 12.038 0.3475
O 14.338 8.864 8.173 -0.7735
H 14.659 9.422 8.883 0.4044
H 13.516 9.286 7.880 0.2720
O 7.677 10.320 10.758 -0.7221
H 8.312 9.551 10.616 0.3516
H 7.961 10.595 11.643 0.4144
O 15.886 12.670 14.043 -0.6078
H 16.627 12.493 13.350 0.3627
H 15.944 13.559 14.312 0.2301


93
Properties=species:S:1:pos:R:3:mulliken_charge:R:1 method="wB97M-V/def2-TZVPD" largest_force_ev_per_a=2.18 e_above_lowest_kj_mol=107.3 orbital_gap_ev=10.784 e_tot_ev=-64484.40875 multiplicity=1 homo_ev=-10.724
O -8.869 -6.330 11.950 -0.7455
H -8.277 -6.511 11.153 0.4127
H -9.383 -5.589 11.637 0.2838
O -7.821 -8.046 13.633 -0.7238
H -8.419 -8.277 14.350 0.3189
H -8.225 -7.253 13.151 0.3481
O -14.666 -13.616 7.438 -0.5998
H -14.397 -13.538 6.529 0.2573
H -13.968 -14.110 7.886 0.3425
O -12.549 -15.346 8.831 -0.7177
H -12.710 -16.112 9.420 0.3314
H -12.520 -14.579 9.443 0.2266
O -11.693 -10.229 11.951 -0.2198
H -10.804 -10.018 11.561 0.0444
H -12.104 -9.339 12.107 0.2760
O -6.490 -10.573 13.231 -0.6192
H -6.871 -9.663 13.278 0.3004
H -6.003 -10.732 14.068 0.2580
O -9.756 -11.626 8.646 -0.6206
H -10.548 -11.781 8.109 0.2437
H -9.409 -10.768 8.409 0.2322
O -13.084 -12.670 10.381 -0.0641
H -12.964 -11.724 10.104 0.0982
H -13.090 -12.636 11.345 0.3011
O -8.375 -6.600 7.532 -0.6854
H -9.132 -6.923 8.051 0.3484
H -8.760 -5.883 6.995 0.2997
O -13.403 -5.737 13.191 -0.5542
H -13.001 -5.895 14.050 0.3088
H -13.857 -4.902 13.309 0.2488
O -10.109 -8.522 8.235 -0.5951
H -10.413 -8.630 9.144 0.3482
H -10.778 -8.895 7.628 0.2206
O -8.931 -13.417 10.810 -0.6611
H -9.747 -13.958 10.892 0.3164
H -9.201 -12.775 10.086 0.3317
O -11.180 -11.260 14.398 -0.5646
H -11.397 -10.920 13.492 0.4186
H -10.355 -11.738 14.377 0.2831
O -16.507 -13.749 12.901 -0.6270
H -16.795 -14.558 13.362 0.2861
H -16.320 -13.840 11.971 0.4303
O -9.075 -12.940 13.521 -0.7476
H -8.348 -13.556 13.395 0.3219
H -9.030 -12.403 12.750 0.3626
O -14.855 -8.611 11.033 -0.7618
H -14.233 -7.983 10.640 0.2718
H -15.600 -8.120 11.453 0.3534
O -6.840 -10.042 9.729 -0.6078
H -6.447 -10.916 10.057 0.3478
H -6.299 -9.731 9.010 0.2376
O -13.386 -12.262 15.851 -0.6583
H -12.665 -11.690 15.511 0.3530
H -13.579 -12.066 16.784 0.2886
O -6.368 -12.272 11.020 -0.7924
H -6.356 -11.562 11.719 0.3948
H -7.209 -12.778 11.032 0.4479
O -15.862 -14.076 10.248 -0.7067
H -14.923 -13.944 10.115 0.3036
H -16.249 -13.931 9.376 0.2977
O -17.702 -9.212 9.137 -0.6596
H -18.372 -9.475 8.485 0.2604
H -16.874 -9.653 8.859 0.4221
O -13.426 -8.598 13.811 -0.6360
H -13.752 -9.517 13.882 0.4221
H -13.785 -8.324 12.954 0.2488
O -13.497 -13.426 12.883 -0.5825
H -14.280 -13.289 13.421 0.1549
H -12.789 -12.986 13.374 0.3804
O -14.841 -10.975 14.103 -0.5797
H -14.849 -11.806 14.620 0.2211
H -15.436 -10.382 14.514 0.2479
O -17.713 -8.173 11.678 -0.6731
H -17.883 -8.784 10.919 0.3765
H -18.015 -8.530 12.505 0.3149
O -9.147 -9.393 11.209 0.6382
H -8.780 -9.013 12.041 0.1089
H -8.421 -9.797 10.684 -0.3245
O -15.301 -10.421 9.009 -0.7975
H -15.135 -11.296 9.350 0.4003
H -15.250 -9.874 9.800 0.4428
O -12.484 -10.282 7.460 -0.4793
H -13.325 -10.210 7.892 0.2515
H -12.684 -10.516 6.553 0.2492
O -7.263 -6.930 10.026 -0.6942
H -7.206 -6.664 9.104 0.3479
H -7.379 -7.886 10.091 0.2286
O -10.845 -14.838 12.130 -0.6731
H -11.775 -14.811 12.379 0.3079
H -10.334 -14.507 12.898 0.3284
O -11.603 -7.492 11.034 -0.5716
H -12.044 -6.996 11.785 0.2691
H -10.752 -7.697 11.456 0.2247


96
Properties=species:S:1:pos:R:3:mulliken_charge:R:1 method="wB97M-V/def2-TZVPD" largest_force_ev_per_a=1.26 e_above_lowest_kj_mol=343.9 orbital_gap_ev=9.013 e_tot_ev=-66562.51837 multiplicity=1 homo_ev=-9.705
O 0.059 -3.064 -3.262 -0.5317
H -0.855 -2.800 -3.370 0.2200
H 0.040 -4.020 -3.307 0.2398
O -4.863 -1.152 -0.746 -0.5902
H -4.554 -0.370 -0.290 0.2537
H -4.198 -1.816 -0.562 0.3794
O 3.692 0.347 1.379 -0.5852
H 3.407 0.320 2.292 0.2690
H 4.474 -0.204 1.354 0.2652
O -0.874 -5.874 2.309 -0.6411
H -0.172 -5.242 2.466 0.3793
H -1.395 -5.856 3.112 0.2952
O -0.640 4.089 -2.362 -0.6135
H -0.812 4.932 -2.781 0.2359
H -1.484 3.637 -2.377 0.2989
O 0.882 4.564 0.005 -0.7165
H 0.342 4.278 -0.732 0.4027
H 1.673 4.919 -0.401 0.2950
O 1.855 0.196 -4.919 -0.4916
H 2.572 0.030 -4.307 0.4237
H 2.289 0.421 -5.742 0.2251
O -1.388 5.636 0.954 -0.6561
H -0.728 5.007 0.663 0.3632
H -1.197 5.772 1.882 0.3168
O 2.028 -3.928 -0.515 -0.6283
H 1.818 -3.743 -1.431 0.2198
H 2.686 -4.621 -0.555 0.2497
O 1.308 1.758 0.065 -0.6446
H 1.377 2.698 0.231 0.3139
H 2.124 1.393 0.409 0.1426
O -1.400 -0.661 -5.638 -0.6835
H -0.475 -0.415 -5.630 0.3581
H -1.631 -0.756 -4.714 0.2052
O 0.190 2.134 -4.366 -0.6449
H 0.221 2.566 -3.513 0.3180
H 0.651 1.306 -4.233 0.3597
O 1.656 -1.218 -2.113 0.2757
H 1.292 -2.032 -2.462 0.0673
H 1.030 -0.942 -1.444 0.0839
O 2.912 -2.700 3.608 -0.6881
H 2.968 -3.257 4.385 0.2980
H 2.317 -3.167 3.021 0.4089
O -0.741 -1.733 2.184 -0.3297
H -1.504 -1.409 2.662 0.0611
H 0.009 -1.440 2.701 0.1659
O -0.483 4.633 3.313 -0.6368
H -0.430 3.701 3.101 0.5485
H -0.290 4.678 4.249 0.2480
O -2.422 -2.533 -0.213 -0.5674
H -1.666 -2.494 0.373 0.0441
H -2.542 -3.466 -0.388 0.2686
O 4.022 0.011 -3.449 -0.7684
H 4.935 0.081 -3.168 0.3083
H 3.635 -0.626 -2.849 0.3327
O 4.586 -1.473 -1.318 -0.6682
H 3.738 -1.464 -0.874 0.2477
H 4.990 -2.298 -1.047 0.2775
O -0.185 -0.464 -0.288 0.0120
H 0.338 0.262 0.052 0.1514
H -0.614 -0.832 0.484 0.0696
O 5.062 2.791 -0.252 -0.5954
H 5.974 2.539 -0.398 0.2806
H 4.754 2.191 0.428 0.3367
O -2.178 1.379 1.420 -0.4289
H -3.131 1.337 1.505 0.1735
H -2.013 1.226 0.490 0.1215
O -2.000 -0.576 -2.741 0.5898
H -1.227 -0.164 -2.357 -0.1923
H -2.235 -1.269 -2.123 -0.0088
O -0.063 2.034 2.907 -0.6122
H 0.415 2.047 2.077 0.1769
H -0.921 1.675 2.683 0.3562
O -3.289 3.014 -1.374 -0.4834
H -3.461 3.314 -0.481 0.2334
H -3.926 3.484 -1.912 0.2405
O -4.319 0.893 -3.588 -0.6147
H -3.494 0.599 -3.200 0.2782
H -4.266 1.849 -3.569 0.2725
O 0.839 -3.943 1.988 -0.8480
H 1.092 -4.022 1.068 0.4134
H 0.097 -3.338 1.982 0.5606
O 0.717 1.006 5.426 -0.6688
H 0.325 1.235 4.584 0.3518
H 0.765 1.835 5.903 0.2665
O -4.025 -2.687 -3.612 -0.6268
H -4.621 -2.653 -4.360 0.3064
H -3.615 -1.822 -3.593 0.2575
O -0.879 -1.372 6.033 -0.6854
H -0.200 -0.699 6.064 0.3725
H -1.267 -1.282 5.163 0.3096
O 1.787 -0.201 3.452 -0.5971
H 2.228 -1.016 3.692 0.2777
H 1.652 0.253 4.283 0.4820
O -2.681 -0.435 3.453 -0.5800
H -3.478 -0.957 3.361 0.2296
H -2.991 0.433 3.712 0.2408